A structure of composition C23H16F6HoN3O12S5 in a non-equilibrium geometry, computed with wB97M-V/def2-TZVPD.

The geometry in XYZ format:
```
66
Properties=species:S:1:pos:R:3
Ho -0.244 -0.377 0.905
F -2.747 -2.668 4.850
C -2.897 -1.359 4.498
F -3.245 -0.690 5.638
F -3.998 -1.304 3.688
S -1.417 -0.650 3.699
O -1.221 -1.463 2.495
O -0.359 -0.780 4.704
N -2.017 0.796 3.462
S -0.921 1.857 3.038
O -0.105 2.400 4.127
O -0.192 1.602 1.793
C -2.084 3.199 2.620
F -2.952 2.847 1.625
F -2.867 3.554 3.684
F -1.465 4.341 2.204
O 2.925 -1.411 0.395
S 2.791 -0.296 -0.547
O 3.421 -0.555 -1.843
N 1.339 0.360 -0.576
C 0.873 1.302 -1.446
C 1.670 1.938 -2.422
C 1.154 2.889 -3.300
C -0.185 3.234 -3.229
C -1.011 2.625 -2.278
C -2.370 2.967 -2.210
C -3.194 2.361 -1.274
C -2.625 1.430 -0.433
N -1.324 1.080 -0.470
C -0.497 1.656 -1.377
C 3.904 0.923 0.215
C 3.739 1.214 1.572
C 4.605 2.116 2.189
C 5.629 2.716 1.452
C 5.793 2.412 0.098
C 4.932 1.508 -0.525
H 2.722 1.687 -2.528
H 1.805 3.344 -4.040
H -0.579 3.971 -3.921
H -2.788 3.703 -2.890
H -4.245 2.605 -1.204
H -3.211 0.916 0.321
H 2.945 0.728 2.133
H 4.482 2.342 3.244
H 6.305 3.415 1.935
H 6.594 2.872 -0.473
H 5.064 1.253 -1.572
O -3.911 -1.794 -1.399
S -2.447 -1.698 -1.274
O -1.858 -0.883 -2.328
O -2.029 -1.465 0.099
C -1.902 -3.388 -1.652
C -2.917 -4.297 -2.035
C -2.633 -5.626 -2.353
C -1.323 -6.076 -2.294
C -0.309 -5.193 -1.918
C -0.580 -3.842 -1.592
S 0.854 -2.832 -1.125
O 0.976 -1.857 -2.200
O 1.955 -3.809 -1.134
O 0.557 -2.353 0.215
H -3.950 -3.959 -2.089
H -3.435 -6.295 -2.643
H -1.079 -7.104 -2.537
H 0.713 -5.560 -1.879
H 1.387 -0.578 2.112
```

Results
- E: -149432.64691 eV
- Net charge: -2
- 2S+1: 5

Here are the Mulliken charges for atoms 1 to 4, given in e:
1. Ho 1.158
2. F -0.211
3. C 0.421
4. F -0.219